[1]
{"formula": "C3H8", "method": "the ωB97M-V functional and the def2-TZVPD basis", "smiles": "[H][H].C=CC", "e_above_lowest_kj_mol": 184.7, "homo_lumo_gap_ha": 0.4005, "symbols": ["C", "H", "C", "H", "H", "H", "H", "H", "H", "H", "C"], "coordinates": [[0.045, 0.604, -0.428], [-0.733, -1.911, -0.195], [1.272, 0.114, -0.567], [1.869, 0.295, -1.454], [1.717, -0.510, 0.211], [-1.855, 0.447, 0.653], [-0.138, -1.779, -0.618], [-0.486, -0.364, 1.460], [-0.521, 1.404, 1.327], [-0.399, 1.225, -1.204], [-0.772, 0.475, 0.816]], "atomic_forces_ev_per_a": [[0.29, 0.03, -0.12], [-0.07, -0.41, -0.06], [-0.05, 0.17, -0.04], [-0.06, 0.02, 0.06], [-0.09, 0.15, -0.17], [0.24, 0.00, -0.11], [-0.26, -0.32, 0.05], [0.07, 0.19, -0.21], [-0.40, 0.04, 0.54], [0.18, -0.10, -0.05], [0.15, 0.24, 0.12]], "mulliken_charge": [-0.016, 0.074, -0.702, 0.247, 0.296, 0.317, -0.060, 0.329, 0.316, 0.261, -1.062]}

---

[2]
{"formula": "C4H6N2S", "method": "the ωB97M-V functional and the def2-TZVPD basis", "smiles": "N#C/N=C/CCS", "e_above_lowest_kj_mol": 228.2, "homo_lumo_gap_ha": 0.3412, "symbols": ["C", "H", "N", "C", "N", "S", "H", "C", "H", "H", "C", "H", "H"], "coordinates": [[0.373, 0.674, 0.635], [0.697, 1.502, 0.115], [-0.542, 0.730, 1.533], [0.564, -1.106, -1.240], [-1.959, 2.605, 2.424], [-1.202, -1.177, -1.699], [1.878, -0.853, 0.359], [0.784, -0.693, 0.230], [0.088, -1.216, 1.042], [-1.539, 0.125, -2.122], [-1.257, 1.769, 1.996], [1.028, -2.033, -1.364], [1.088, -0.327, -1.910]], "atomic_forces_ev_per_a": [[-1.97, -1.08, 0.99], [0.87, 2.12, -1.04], [-0.02, -0.12, 0.05], [-0.56, 3.94, -0.08], [1.30, -1.60, -0.71], [-0.53, 0.55, -0.53], [-0.62, 0.10, 0.57], [-0.59, -1.07, 1.80], [1.94, -0.18, -2.05], [0.92, -1.27, 0.58], [-0.39, 1.56, 0.08], [0.36, -1.57, -0.56], [-0.69, -1.37, 0.90]], "mulliken_charge": [-0.124, 0.489, -0.415, -0.657, -0.438, -0.233, 0.265, -0.431, 0.284, 0.146, 0.436, 0.359, 0.318]}

---

[3]
{"formula": "C27H63N9O9", "method": "the ωB97M-V functional and the def2-TZVPD basis", "smiles": "CN(C)C=O.CN(C)C=O.CN(C)C=O.CN(C)C=O.CN(C)C=O.CN(C)C=O.CN(C)C=O.CN(C)C=O.CN(C)C=O", "e_above_lowest_kj_mol": 640.2, "homo_lumo_gap_ha": 0.3328, "symbols": ["N", "C", "H", "H", "H", "H", "O", "C", "H", "C", "H", "H", "C", "H", "N", "N", "H", "H", "H", "O", "H", "H", "H", "H", "H", "N", "H", "H", "H", "H", "H", "C", "C", "H", "H", "N", "H", "H", "H", "H", "H", "H", "H", "O", "C", "H", "H", "O", "N", "C", "O", "O", "C", "H", "C", "H", "H", "H", "H", "C", "H", "N", "C", "H", "H", "H", "C", "C", "C", "C", "H", "H", "O", "N", "C", "C", "C", "C", "H", "H", "C", "H", "H", "O", "C", "H", "H", "H", "C", "H", "H", "C", "H", "H", "N", "C", "H", "H", "H", "H", "H", "H", "H", "C", "C", "O", "H", "H"], "coordinates": [[9.751, 16.081, 23.363], [3.348, 7.940, 21.216], [4.010, 10.226, 28.279], [1.199, 16.221, 19.690], [2.142, 7.016, 24.150], [5.633, 10.780, 24.062], [1.686, 5.844, 28.262], [5.778, 16.759, 26.481], [4.742, 14.031, 26.395], [5.141, 13.235, 24.034], [5.262, 11.335, 29.749], [3.202, 10.416, 20.600], [2.718, 16.515, 21.939], [3.245, 15.187, 27.628], [5.185, 12.396, 25.214], [7.123, 6.041, 25.003], [4.638, 15.756, 28.576], [11.440, 16.349, 22.264], [8.543, 11.521, 23.097], [9.938, 15.393, 21.225], [6.297, 16.307, 27.351], [3.480, 12.820, 26.422], [4.951, 12.593, 27.329], [3.958, 14.975, 19.214], [2.525, 16.355, 18.549], [3.025, 16.007, 20.636], [3.182, 16.779, 28.303], [2.638, 7.736, 22.038], [8.119, 5.073, 26.563], [10.446, 17.691, 24.466], [9.847, 16.294, 25.488], [11.760, 11.889, 24.081], [3.110, 5.111, 25.887], [4.111, 13.527, 23.779], [7.944, 15.173, 22.705], [3.206, 11.743, 29.362], [8.559, 4.477, 24.995], [3.081, 4.903, 24.826], [2.223, 10.109, 28.597], [9.090, 6.152, 25.550], [6.241, 6.971, 26.757], [8.053, 15.389, 24.439], [5.663, 7.505, 22.103], [4.770, 14.575, 21.010], [4.565, 12.957, 26.376], [6.754, 4.592, 23.629], [4.761, 10.998, 21.115], [4.962, 10.208, 25.875], [4.336, 8.949, 21.479], [5.264, 11.059, 25.064], [6.563, 9.293, 21.733], [10.402, 13.643, 25.749], [9.613, 11.320, 23.140], [8.758, 13.408, 24.648], [1.918, 6.647, 27.371], [4.105, 4.932, 26.306], [2.981, 13.657, 30.149], [1.885, 8.240, 25.429], [4.394, 12.066, 31.150], [5.593, 8.565, 21.836], [1.784, 17.065, 22.018], [4.459, 16.587, 26.657], [8.339, 15.827, 23.476], [3.417, 17.222, 22.407], [2.761, 15.660, 22.618], [3.511, 7.716, 24.959], [3.866, 16.048, 27.868], [2.224, 16.593, 19.562], [8.312, 5.390, 25.531], [4.305, 11.449, 30.264], [2.808, 17.552, 25.844], [2.667, 8.220, 20.407], [1.909, 13.386, 28.485], [2.485, 6.385, 26.171], [10.349, 16.607, 24.581], [3.988, 15.129, 20.300], [3.484, 16.742, 25.571], [3.064, 10.746, 28.310], [7.346, 7.977, 25.787], [3.531, 10.668, 22.343], [2.480, 7.387, 25.116], [5.697, 14.163, 24.186], [2.797, 11.082, 27.315], [6.308, 17.333, 25.571], [2.679, 12.967, 29.349], [11.381, 16.276, 24.748], [10.003, 11.383, 22.126], [1.560, 7.697, 27.411], [9.809, 13.128, 24.807], [2.530, 4.356, 26.439], [12.254, 11.904, 23.113], [3.946, 10.334, 21.390], [4.118, 10.426, 30.613], [12.196, 12.620, 24.759], [10.355, 12.223, 23.976], [6.617, 7.161, 25.751], [2.872, 15.834, 25.507], [9.665, 10.288, 23.497], [2.122, 17.669, 19.697], [7.761, 16.756, 23.538], [5.814, 7.631, 25.191], [5.489, 12.794, 23.101], [11.888, 10.906, 24.541], [10.436, 15.905, 22.206], [6.289, 5.466, 24.108], [5.169, 5.857, 23.861], [3.769, 6.962, 20.993], [4.025, 16.743, 24.628]], "atomic_forces_ev_per_a": [[0.03, -0.62, 1.01], [-1.40, -0.60, 0.54], [-0.10, -0.40, -0.33], [0.02, -0.03, -0.23], [-0.35, -0.32, 0.19], [0.11, 0.03, 0.00], [0.66, 0.37, -0.28], [-0.45, -0.35, 1.49], [0.09, 0.03, -0.21], [-0.39, 0.79, -0.62], [0.05, 0.58, -0.16], [-0.17, 0.14, 0.12], [0.86, -0.49, 1.72], [0.07, -0.18, 0.06], [0.02, -0.26, -0.38], [-0.42, -0.32, 0.37], [0.02, 0.10, 0.13], [0.27, -0.28, -0.14], [0.05, 0.46, 0.08], [0.45, 0.01, -0.42], [0.46, 0.24, -0.14], [0.04, -0.04, -0.26], [0.25, -0.38, -0.26], [0.17, -0.20, -0.25], [0.47, -0.08, 0.07], [-0.49, 1.36, -1.35], [0.19, 0.12, 0.22], [0.37, 0.33, 0.20], [0.05, 0.12, 0.01], [-0.42, 0.11, 0.57], [-0.49, 0.12, -0.19], [-0.02, 0.31, 0.83], [-0.91, -1.17, 1.12], [0.00, -0.01, 0.32], [0.24, 0.17, -0.32], [1.18, 0.77, 0.31], [0.20, 0.25, -0.40], [0.15, 0.04, -0.06], [0.30, -0.47, 0.06], [0.41, -0.42, -0.12], [0.17, -0.44, 0.03], [0.58, -0.23, 0.02], [-0.02, -0.07, 0.07], [0.87, -0.71, 1.41], [-0.40, 0.70, 0.93], [-0.09, -0.11, -0.16], [0.28, -0.24, 0.09], [-0.01, -0.03, 0.56], [0.26, -0.61, 0.25], [0.11, -0.23, -0.84], [0.13, 0.13, 0.85], [-0.02, 0.11, -0.43], [-0.70, -0.04, -0.48], [-0.04, -0.51, -0.47], [-0.94, -0.29, -0.24], [0.20, 0.77, -0.32], [0.25, -0.38, 0.33], [-0.09, 0.03, -0.07], [-0.21, 0.45, -0.19], [0.03, 0.40, -1.27], [-0.39, -0.58, -0.46], [-1.41, -0.62, -0.51], [-1.13, 0.09, 0.36], [0.52, -0.03, -0.74], [-0.48, 0.09, 0.19], [-0.09, 0.23, -0.13], [-0.01, 0.01, -0.26], [-1.28, -0.04, 0.76], [-0.62, 0.31, 0.39], [-0.16, -1.75, 0.26], [0.12, 0.33, -0.75], [0.49, 0.15, -0.27], [0.21, -0.35, 0.35], [0.28, 0.14, -0.26], [1.44, 0.78, -0.56], [-0.70, 0.56, -0.87], [0.50, -0.72, 0.61], [-1.03, -0.26, 0.40], [0.31, -0.33, 0.28], [-0.18, 0.13, -0.02], [1.08, 0.29, 0.40], [0.07, -0.07, 0.08], [0.26, 0.65, 0.18], [0.60, 0.21, -1.05], [-0.97, 0.81, -1.39], [-0.10, -0.32, -0.42], [-0.05, -0.21, -0.12], [0.09, -0.14, 0.18], [0.20, 0.18, 1.10], [-0.15, 0.07, -0.40], [-0.09, 0.05, -0.13], [-0.11, 0.16, -0.29], [0.06, 0.13, 0.33], [0.23, -0.01, -0.14], [0.07, -0.33, -0.23], [-0.10, 1.52, -0.44], [0.00, -0.04, 0.33], [0.34, 0.00, 0.03], [0.44, 0.09, -0.18], [0.13, 0.09, -0.53], [-0.22, -0.27, 0.02], [0.38, -0.44, 0.36], [0.00, -0.09, -0.10], [-1.05, 0.13, 0.60], [0.69, -0.27, 0.44], [-0.31, 0.06, -0.57], [0.35, 0.18, -0.14], [-0.11, 0.95, -0.04]], "mulliken_charge": [0.339, -0.865, 0.409, 0.371, 0.338, 0.298, -0.623, 0.197, -0.165, -1.089, 0.323, 0.343, -0.787, 0.300, 0.642, 0.261, 0.323, 0.372, 0.150, -0.588, 0.280, 0.352, 0.217, 0.275, 0.305, 0.168, 0.344, 0.244, 0.334, 0.377, 0.300, -1.072, -1.009, 0.453, 0.427, 0.258, 0.296, 0.375, 0.427, 0.276, 0.335, 0.096, 0.086, -0.495, -0.415, 0.369, 0.359, -0.690, 0.238, -0.009, -0.641, -0.685, -0.878, 0.293, 0.321, 0.188, 0.352, 0.344, 0.343, 0.291, 0.370, 0.106, -1.166, 0.319, 0.165, 0.021, -1.044, -1.030, -0.867, -1.018, 0.398, 0.393, -0.632, 0.129, -1.084, 0.032, -0.926, -1.116, 0.400, 0.256, -0.668, -0.032, 0.286, -0.573, 0.054, 0.386, 0.334, 0.136, 0.351, 0.388, 0.330, -0.995, 0.391, 0.319, 0.218, -0.636, 0.305, 0.303, 0.343, 0.515, -0.266, 0.420, 0.345, -0.008, -0.056, -0.416, 0.350, 0.195]}

---

[4]
{"formula": "C7H9Br2NOPd", "method": "the ωB97M-V functional and the def2-TZVPD basis", "charge": 2, "homo_lumo_gap_ha": [0.2242, 0.2242], "symbols": ["Pd", "Br", "H", "Br", "C", "H", "C", "H", "O", "H", "C", "C", "H", "C", "H", "C", "H", "H", "H", "N", "C"], "coordinates": [[-1.151, 0.321, 1.093], [-2.729, 0.472, 3.172], [-0.721, 1.404, -1.731], [-3.036, 2.039, 0.487], [2.238, -0.984, -1.404], [0.545, -1.730, 2.652], [0.134, 0.731, -1.670], [0.868, 1.157, -3.635], [0.431, -1.234, 1.828], [2.800, -0.415, -3.393], [-3.845, 1.776, 2.237], [1.473, -1.562, 0.916], [-4.853, 1.379, 2.113], [1.020, 0.592, -2.729], [3.057, -1.671, -1.258], [2.090, -0.284, -2.584], [1.463, -2.641, 0.688], [2.457, -1.318, 1.347], [-3.844, 2.722, 2.781], [0.292, 0.047, -0.536], [1.313, -0.800, -0.374]], "atomic_forces_ev_per_a": [[1.52, -1.20, 0.12], [0.34, 0.13, -0.78], [0.26, -0.19, -0.01], [0.52, -0.38, -0.02], [-0.41, 0.13, 0.35], [-0.23, 0.20, -0.05], [0.06, 0.35, -0.78], [-0.04, 0.05, -0.04], [-0.96, 0.82, -0.21], [-0.04, 0.00, 0.07], [-0.23, 0.12, 0.10], [0.71, -0.25, -0.57], [0.28, -0.08, -0.04], [-0.30, 0.00, 0.45], [0.08, -0.07, 0.02], [-0.01, 0.06, -0.10], [-0.10, 0.29, 0.14], [-0.33, -0.02, -0.02], [0.19, -0.20, -0.10], [-1.68, 0.59, 1.35], [0.37, -0.34, 0.13]], "mulliken_charge": [0.620, 0.163, 0.253, 0.141, -0.694, 0.294, 0.089, 0.418, -0.525, 0.453, -0.360, -0.298, 0.415, -0.786, 0.400, -0.197, 0.401, 0.401, 0.415, -0.150, 0.548]}

---

Copy entry 1 word for word.
{"formula": "C3H8", "method": "the ωB97M-V functional and the def2-TZVPD basis", "smiles": "[H][H].C=CC", "e_above_lowest_kj_mol": 184.7, "homo_lumo_gap_ha": 0.4005, "symbols": ["C", "H", "C", "H", "H", "H", "H", "H", "H", "H", "C"], "coordinates": [[0.045, 0.604, -0.428], [-0.733, -1.911, -0.195], [1.272, 0.114, -0.567], [1.869, 0.295, -1.454], [1.717, -0.510, 0.211], [-1.855, 0.447, 0.653], [-0.138, -1.779, -0.618], [-0.486, -0.364, 1.460], [-0.521, 1.404, 1.327], [-0.399, 1.225, -1.204], [-0.772, 0.475, 0.816]], "atomic_forces_ev_per_a": [[0.29, 0.03, -0.12], [-0.07, -0.41, -0.06], [-0.05, 0.17, -0.04], [-0.06, 0.02, 0.06], [-0.09, 0.15, -0.17], [0.24, 0.00, -0.11], [-0.26, -0.32, 0.05], [0.07, 0.19, -0.21], [-0.40, 0.04, 0.54], [0.18, -0.10, -0.05], [0.15, 0.24, 0.12]], "mulliken_charge": [-0.016, 0.074, -0.702, 0.247, 0.296, 0.317, -0.060, 0.329, 0.316, 0.261, -1.062]}